Record 1
# C40H40NO5PTa

A structure of composition C40H40NO5PTa in a non-equilibrium geometry (wB97M-V/def2-TZVPD, the OMol25 dataset).

- net charge = +1
- HOMO-LUMO gap (eV) = 5.770
- electronic energy (eV) = -64687.046
- molar mass (g/mol) = 826.68
- HOMO level (eV) = -10.078

Structure (XYZ):
```
88
Properties=species:S:1:pos:R:3:forces:R:3:lowdin_charge:R:1
C -0.86426 -5.62150 0.87194 0.0 0.1 -0.1 -0.05
C -3.41050 5.80720 -1.79678 0.6 -0.3 0.0 -0.06
O -0.21604 -0.56738 -3.72520 2.5 1.1 2.8 0.06
H 2.54815 0.35955 2.19966 -0.9 1.2 0.7 0.07
H 3.78568 -3.33758 -0.88649 -0.1 0.1 0.0 0.11
H 0.32651 2.47328 2.39545 0.1 0.0 -0.1 0.12
C 0.59164 -3.27088 0.28532 0.5 -1.3 0.9 -0.39
H 0.78815 -4.14228 -1.69291 0.1 0.0 0.2 0.12
H 1.26418 -0.15799 1.32366 -0.9 -0.8 -2.7 0.05
C -3.37920 1.27694 2.73432 0.1 0.4 -0.3 -0.05
H -4.39171 -1.23352 -2.38588 0.2 0.1 0.1 0.13
C 3.29116 -2.77613 1.90030 0.1 0.0 0.1 -0.06
C -3.37811 3.68952 2.60268 0.3 -0.4 -0.3 -0.06
C 4.37807 -2.66806 2.77436 -0.3 0.1 -0.2 -0.05
Ta 0.12572 0.35676 -0.05966 0.0 1.5 1.9 1.75
C 0.08857 0.39687 2.95518 1.5 0.9 6.5 -0.60
H -2.09788 -2.24478 0.56610 0.1 0.1 -0.1 0.14
C -1.47561 4.34142 -1.56129 0.1 0.0 -0.2 -0.21
H 2.78830 -3.73621 1.82362 -0.1 0.2 0.0 0.11
C 0.68676 -0.33123 -2.86045 -2.2 -3.1 -4.6 -0.58
C 3.57570 -2.43520 -4.13534 -0.4 0.3 0.1 -0.05
C 0.93073 1.66413 2.82211 -0.3 0.3 0.4 -0.06
C -2.05865 2.39061 1.01671 -0.2 0.3 -0.1 -0.26
C 0.40487 -4.26801 -0.68246 0.5 -0.5 0.0 -0.09
C 1.84576 -1.30137 -2.82643 0.6 -0.4 0.0 -0.13
H -1.42828 -6.52299 1.09138 0.1 0.1 0.0 0.11
H 4.05127 -2.61809 -5.09323 -0.1 0.0 0.1 0.12
H -3.70812 4.64856 2.98118 0.0 0.0 0.0 0.11
C 2.48781 -1.57001 -4.05540 -0.3 0.1 0.3 0.00
H -4.36551 -1.15197 -0.61325 0.0 0.0 -0.1 0.13
H -2.15653 0.24774 1.30706 -1.2 0.6 0.0 0.07
H -0.90334 -2.71810 -0.66269 -1.2 0.9 -0.2 0.06
H -4.50757 2.55848 4.04414 0.0 0.0 0.0 0.10
H -2.97681 0.72711 -1.11534 0.3 -0.2 0.1 0.12
C -0.72461 5.25564 -2.32246 -0.6 0.3 0.1 -0.04
C -1.09007 2.24047 -0.10267 0.3 -0.7 0.3 -0.24
H -4.45600 6.01385 -1.60670 0.0 0.0 0.0 0.11
C -0.80707 3.08329 -1.12086 -0.5 0.3 0.2 -0.09
P 1.46694 -1.70689 -0.03566 1.6 -2.6 -0.6 1.02
H 4.88601 -3.73361 -3.03257 -0.1 0.1 0.1 0.11
C 3.40780 -2.81601 -1.76133 -0.1 0.1 -0.2 -0.06
C -0.72039 -4.63218 1.83936 0.2 0.3 -0.2 -0.05
C -3.82564 2.51257 3.20498 0.3 -0.1 -0.2 -0.07
H -3.47034 3.92601 -0.79776 0.1 -0.1 0.1 0.11
H -2.27466 -0.06842 -2.54191 0.1 0.0 0.2 0.13
H 0.31692 5.05768 -2.54602 0.0 -0.1 0.0 0.11
H -3.71595 0.36427 3.20890 0.0 0.0 0.0 0.11
H 5.20613 0.57568 2.20179 -0.1 -0.1 0.0 0.12
C 5.06770 -1.46373 2.88827 -0.1 0.0 -0.1 -0.05
H -2.55554 -2.82959 -2.38580 0.0 0.0 0.1 0.13
C -1.81605 -2.14193 -0.48725 -0.5 -1.5 0.3 -0.18
O -0.49443 0.00140 1.90667 -0.3 -1.7 -2.0 -0.24
C -0.00750 -3.46622 1.54431 0.3 -0.1 0.1 -0.10
C 2.30153 -1.94330 -1.65134 0.4 -0.1 -0.8 -0.28
C -2.83620 4.62304 -1.32354 0.2 0.5 -0.5 -0.05
O 0.05472 -0.08932 4.12454 -0.5 0.4 -3.9 0.06
H 1.23647 1.99466 3.82265 -0.1 -0.3 -0.3 0.14
C 4.67265 -0.36759 2.12685 0.1 -0.5 -0.3 -0.05
C -2.49401 3.63307 1.52023 -0.2 -0.5 0.7 -0.05
C -2.49415 1.21685 1.65356 -1.7 0.7 -0.1 -0.09
H 2.11343 -1.08174 -4.95469 0.0 -0.1 0.3 0.13
C 2.16948 1.36750 1.99784 -0.2 2.2 1.6 -0.29
H -1.17372 -4.75409 2.81865 0.1 0.1 -0.1 0.12
C -1.30186 6.43905 -2.79215 -0.2 -0.3 0.3 -0.07
C 4.03983 -3.05586 -2.98465 -0.3 0.1 0.5 -0.06
N 1.87557 1.50099 0.58973 0.8 3.4 -5.0 -0.17
H 2.96487 2.07428 2.25694 0.1 -0.1 0.1 0.15
H 2.71540 1.20448 -0.10978 -2.7 1.3 1.7 0.17
H -3.09001 7.63206 -2.89188 0.0 0.0 0.0 0.10
C -2.95000 -2.55480 -1.40039 0.2 -0.3 -0.4 -0.13
C -2.64274 6.71752 -2.52457 0.2 -0.3 0.1 -0.08
H 0.07172 -2.69504 2.30895 0.0 -0.1 0.0 0.11
H 4.68442 -3.52939 3.36101 -0.1 0.1 -0.1 0.11
O -1.56753 -0.75163 -0.73949 0.7 0.4 0.2 -0.32
H 0.03074 2.76919 -1.73610 -0.1 0.3 -0.4 0.07
O 0.73136 0.67229 -2.08254 -0.4 1.1 3.4 -0.14
H -3.52487 -3.39982 -1.01299 0.2 0.1 0.1 0.13
H -2.13908 4.56384 1.10559 0.1 0.0 -0.1 0.11
C 2.87201 -1.68220 1.12872 0.7 -0.4 0.2 -0.33
C -0.30726 -5.43665 -0.39027 0.1 0.5 0.0 -0.05
H 5.91305 -1.38015 3.56451 -0.1 0.0 -0.1 0.12
H 1.70398 2.52057 0.26266 0.3 -1.6 1.1 0.16
C 3.58482 -0.47699 1.25631 1.9 -1.7 -0.9 -0.19
H 3.29266 0.39121 0.66366 1.8 -2.1 0.4 0.05
C -2.64924 -0.23210 -1.52582 -1.3 1.4 -1.4 -0.15
C -3.74318 -1.27760 -1.50717 -0.4 0.2 0.4 -0.13
H -0.70911 7.13883 -3.36726 0.0 0.0 0.0 0.10
H -0.43994 -6.18836 -1.16342 0.1 0.1 0.1 0.12
```
Positions in Å, forces in eV/Å.



Record 2
# C40H41Cl3GeN8NaO2PTe

A structure of composition C40H41Cl3GeN8NaO2PTe in a non-equilibrium geometry (wB97M-V/def2-TZVPD, the OMol25 dataset).

- net charge = -1
- HOMO-LUMO gap (spin up / spin down) (eV) = 3.150 / 4.633
- relative energy (zero: lowest compared OMol25 entry of this formula, charge and spin) (kcal/mol) = 101.7
- electronic energy (eV) = -173243.106
- multiplicity = 2
- molar mass (g/mol) = 1026.36
- <S²> = 0.756
- HOMO level (spin up / spin down) (eV) = -2.419 / -3.903

Structure (XYZ):
```
98
Properties=species:S:1:pos:R:3:forces:R:3:lowdin_spin:R:1
H 14.32144 7.05927 23.92304 0.2 0.4 0.1 0.00
N 12.99832 8.09036 27.63156 1.3 0.1 1.2 0.00
H 8.58006 12.42336 19.37867 0.3 -0.4 -0.1 0.00
H 6.51980 8.66463 24.62507 -0.1 0.0 0.1 0.00
H 15.72456 9.86143 26.86876 -0.2 -0.4 -0.3 0.00
C 13.05806 8.51250 16.40757 -0.3 -0.3 -0.4 0.00
H 16.77852 11.63192 23.01371 0.3 -0.2 -0.3 0.00
C 14.02375 9.13901 27.78461 -0.6 -0.7 0.7 0.00
H 11.40309 9.36221 27.07036 0.4 -0.3 -0.4 0.00
C 12.34856 6.53028 10.07167 -0.4 0.1 -0.4 0.00
H 14.04561 15.56245 19.73732 0.2 -0.7 0.4 0.00
H 19.84378 11.43299 19.09849 -0.5 0.2 0.4 0.00
H 9.50139 5.60885 11.77844 0.5 -0.3 -0.2 0.00
H 7.40002 10.52968 20.11503 0.7 -0.4 0.5 0.00
H 9.95409 8.13573 18.57940 0.3 0.0 0.0 0.00
C 8.83411 7.78964 21.57084 -0.3 -0.5 -1.3 0.00
H 16.06836 7.99807 25.27346 -0.5 -0.2 0.7 0.00
H 13.64617 8.38638 13.66831 -0.3 -0.1 0.1 0.00
H 15.48171 15.73688 23.77406 0.2 0.1 0.1 0.00
N 14.43607 6.84785 26.02870 1.6 0.4 1.3 0.00
H 7.55751 6.36479 24.43938 0.0 0.2 -0.1 0.00
C 11.83415 7.50879 14.45146 0.0 -0.7 -2.4 0.00
C 10.73481 12.30987 18.97599 -1.2 1.2 -0.3 0.00
H 10.62500 13.02160 18.15024 0.4 -0.2 -0.5 0.00
H 14.64841 8.99196 28.69898 -0.4 -0.3 -0.8 0.00
N 11.07157 13.11482 20.18148 1.7 -1.2 0.1 0.00
C 7.74482 7.11925 23.67068 -0.8 0.7 0.3 0.00
H 15.90025 16.13837 21.43457 -0.1 0.3 -0.4 0.00
N 12.78692 7.88049 13.50463 -0.3 0.2 -0.2 0.00
C 14.18653 9.77238 25.40591 -0.5 0.3 0.3 0.00
C 13.06574 14.24567 21.18386 -0.9 -0.1 1.3 0.01
C 10.83474 7.66160 16.65927 -0.5 0.1 -0.3 0.00
C 14.81153 15.30711 23.04516 -0.2 -0.1 -0.2 0.00
C 8.34944 10.11461 20.58641 0.1 0.7 -0.3 0.00
C 11.15814 6.72286 12.54939 0.4 0.4 -0.2 0.00
C 12.95602 7.32049 11.02338 0.9 0.6 -0.3 0.00
H 17.62042 10.37482 18.98127 -0.2 -0.2 0.1 0.00
C 7.29778 9.30862 22.71804 -0.2 0.2 0.4 0.00
H 9.08991 11.15200 18.16690 -0.1 0.2 0.4 0.00
C 7.13046 8.40210 23.77572 0.5 -0.1 -0.8 0.00
C 12.18245 13.78713 20.13983 -1.1 0.4 -0.6 0.00
H 12.79401 6.44702 9.08513 0.0 0.0 0.1 0.00
C 12.36075 7.42677 12.26079 -0.7 -1.2 1.4 0.00
H 8.88638 5.78810 22.41677 -0.1 0.6 0.1 0.00
C 13.00174 8.88466 17.74948 0.4 -0.2 -0.5 0.00
C 15.49841 7.85136 26.22273 0.0 -1.2 -1.1 0.00
C 8.47780 6.79959 22.57005 0.8 0.1 -0.1 0.00
Te 15.12159 10.07743 20.89278 -0.9 3.0 -0.4 0.55
C 8.16332 9.08761 21.63585 0.4 -0.8 0.5 0.00
H 14.78756 9.79842 24.48260 0.2 -0.2 0.3 0.00
N 9.47068 10.62867 20.19205 -2.0 -0.5 0.4 0.00
H 13.64041 14.39990 24.59376 -0.1 0.0 -0.4 0.00
H 14.23515 6.49251 28.10493 -0.4 0.1 -0.9 0.00
C 13.76001 14.55496 23.51500 0.3 -0.5 0.2 0.00
C 19.53010 12.18378 21.09875 0.1 0.1 0.4 0.03
C 12.89501 13.86138 22.62662 -1.3 0.1 -0.8 0.00
H 16.19054 7.49547 26.99385 -0.3 0.3 0.1 0.00
H 19.00764 12.64778 23.17443 0.0 -0.2 -0.8 0.00
C 15.01355 15.58048 21.68509 -0.5 0.0 -0.1 0.00
H 12.53904 14.22826 19.18832 -0.1 -0.8 -0.3 0.00
H 6.73770 10.25514 22.76407 0.3 -0.3 0.0 0.00
C 11.11704 5.89590 10.31043 -0.1 -0.7 0.0 0.00
C 18.72218 12.15261 22.22632 -0.4 0.4 0.6 0.00
H 13.88905 7.85021 10.81005 -0.2 -0.3 0.0 0.00
H 11.17336 7.66103 26.70843 0.1 -0.1 -0.2 0.00
C 17.91542 10.85471 19.90197 0.6 0.4 0.4 0.03
C 13.59804 6.79907 27.22614 0.6 -0.6 1.4 0.00
P 12.75596 8.65371 25.05891 -2.3 0.5 -2.9 0.00
H 11.51138 11.54074 18.74604 -0.6 0.6 0.3 0.00
N 10.84509 6.82872 13.88429 0.6 0.5 0.8 0.00
H 13.95303 8.78367 15.84280 -0.2 -0.3 0.1 0.00
C 13.68113 7.02506 24.81005 -0.8 0.9 0.2 0.00
O 9.54991 7.42925 20.58278 0.1 0.4 0.4 0.00
C 10.83627 8.19200 17.93556 0.0 0.0 0.5 0.00
C 19.14469 11.50527 19.94868 0.3 -0.3 -0.4 0.00
H 20.43406 12.77458 21.14018 0.3 -0.2 -0.1 0.00
H 9.93433 7.20613 16.23532 0.4 0.1 0.3 0.00
C 11.92826 8.44618 26.73244 0.7 0.8 -0.9 0.00
C 9.32872 11.64416 19.12865 1.7 0.0 0.2 0.00
O 11.94797 13.08253 23.06083 1.5 0.8 -0.6 0.00
N 14.95317 9.23141 26.60215 0.4 0.2 -0.5 0.00
H 13.85862 9.27746 18.28128 0.2 0.2 -0.2 0.00
Cl 13.19366 5.12124 18.43466 -0.1 -0.5 0.0 0.00
C 11.94362 7.84830 15.84290 0.6 1.1 1.3 0.00
Na 11.02414 11.56122 21.79644 0.0 -0.4 0.3 0.01
C 10.50476 5.98015 11.55699 -0.2 0.6 -0.1 0.00
C 17.08229 10.88892 21.02772 -1.3 -0.7 -1.2 0.04
C 17.47067 11.54408 22.16542 0.5 0.4 1.0 0.03
Cl 12.00743 4.58745 21.94198 0.1 -0.5 -0.1 0.00
C 14.06132 15.13891 20.75640 0.7 0.2 1.1 0.00
H 12.80782 6.01145 27.10644 0.6 0.9 0.0 0.00
H 13.86743 10.83538 25.57562 0.2 -1.0 0.1 0.00
H 13.58941 10.14149 27.85433 -0.3 -0.3 0.1 0.00
N 11.92078 8.76414 18.48709 -1.0 -0.3 0.3 0.00
H 13.03092 6.16183 24.58966 -0.1 0.4 0.5 0.00
H 10.70282 5.23087 9.52789 0.1 0.7 0.5 0.00
Cl 15.83190 7.78286 21.36826 0.9 -3.0 0.9 0.27
Ge 12.68427 6.05477 20.37498 -0.2 1.4 0.4 0.01
```
Positions in Å, forces in eV/Å.